[1]
{
  "formula": "C31H36N3Re",
  "method": "ωB97M-V/def2-TZVPD",
  "species": ["C", "C", "C", "C", "C", "Re", "C", "C", "H", "C", "H", "H", "C", "H", "H", "H", "C", "H", "H", "H", "C", "H", "H", "H", "C", "H", "H", "H", "C", "H", "H", "H", "C", "H", "H", "H", "C", "H", "H", "H", "C", "C", "C", "C", "H", "C", "H", "C", "H", "H", "H", "N", "C", "C", "C", "C", "C", "C", "C", "N", "C", "C", "N", "C", "H", "H", "H", "H", "H", "H", "H"],
  "coordinates": [[1.2587, -2.3238, -0.8145], [1.7263, -1.5222, -1.8729], [1.0218, -1.8708, -3.0430], [0.1002, -2.8894, -2.7059], [0.2538, -3.1808, -1.3281], [-0.3431, -1.2549, -1.5749], [-2.9649, 1.0689, -1.6858], [-2.4498, 0.2451, -0.6931], [-2.3525, 0.7071, 0.2978], [-2.2532, -1.4133, -0.7332], [-3.0473, -1.9053, -1.3456], [-2.1852, -2.0037, 0.2402], [-3.0721, 2.7756, -1.5586], [-2.4510, 3.2423, -0.7687], [-2.7965, 3.3358, -2.4763], [-4.1153, 3.0483, -1.3338], [-2.6740, 0.5731, -3.1922], [-1.7260, -0.0314, -3.2191], [-3.5383, -0.0698, -3.4591], [-2.5065, 1.3690, -3.9307], [2.7788, -0.4505, -1.7485], [2.3589, 0.4293, -1.2275], [3.6653, -0.7993, -1.1843], [3.0803, -0.1157, -2.7475], [1.2144, -1.2202, -4.3958], [1.2289, -0.1285, -4.2804], [2.1720, -1.5080, -4.8688], [0.3970, -1.4975, -5.0747], [-0.9506, -3.5055, -3.6063], [-0.6520, -3.4091, -4.6572], [-1.0989, -4.5643, -3.3474], [-1.9230, -3.0018, -3.4853], [-0.5518, -4.1930, -0.5417], [-1.5718, -3.8383, -0.3442], [-0.6383, -5.1307, -1.1111], [-0.0682, -4.3856, 0.4242], [1.8217, -2.3027, 0.5887], [1.2376, -2.9634, 1.2377], [2.8771, -2.6250, 0.6049], [1.7931, -1.2853, 1.0002], [1.9174, 2.2999, -2.2003], [0.5707, 2.5942, -2.6937], [2.9268, 3.1655, -2.3631], [0.5579, 2.5624, -4.1148], [-0.4627, 2.4756, -2.1623], [2.9768, 3.3637, -3.8667], [3.5560, 3.5277, -1.6614], [1.8683, 3.0437, -4.7110], [-0.1741, 2.5626, -4.9040], [4.1775, 3.7561, -4.1708], [2.2401, 3.1441, -5.7539], [0.3327, 1.2314, 10.8632], [0.2357, 1.1340, 9.6984], [0.1041, 1.0218, 8.2721], [-0.4542, 2.1003, 7.5622], [-0.5960, 2.0018, 6.1758], [-0.1741, 0.8329, 5.5076], [0.3880, -0.2503, 6.2099], [0.5258, -0.1466, 7.5992], [-0.3275, 0.7505, 4.1152], [-0.0417, -0.3404, 3.3104], [-0.3347, 0.0687, 1.9854], [-0.8972, 1.3159, 2.0318], [-0.8282, 1.7463, 3.2838], [-0.7825, 3.0109, 8.0782], [-1.0452, 2.8314, 5.6256], [0.7124, -1.1615, 5.6913], [0.9682, -0.9880, 8.1416], [0.3400, -1.2700, 3.6554], [-0.2444, -0.5178, 1.0943], [-1.0918, 2.7283, 3.6635]],
  "e_above_lowest_kcal_mol": 115.70,
  "spin_multiplicity": 4,
  "homo_energy_ha": [-0.3776, -0.4080],
  "homo_lumo_gap_ev": [6.73, 6.74],
  "charge": 1
}

[2]
{
  "formula": "C31H37BF4N3P2Pd",
  "method": "ωB97M-V/def2-TZVPD",
  "species": ["Pd", "C", "C", "N", "C", "C", "N", "C", "C", "N", "H", "H", "H", "H", "H", "H", "H", "H", "H", "H", "H", "H", "H", "H", "H", "F", "B", "F", "F", "F", "C", "P", "C", "C", "C", "C", "C", "C", "C", "C", "C", "C", "C", "C", "P", "C", "C", "C", "C", "C", "C", "C", "C", "C", "C", "C", "C", "H", "H", "H", "H", "H", "H", "H", "H", "H", "H", "H", "H", "H", "H", "H", "H", "H", "H", "H", "H", "H", "H"],
  "coordinates": [[-0.9212, 1.7659, -0.2224], [1.4823, 3.3708, 0.9955], [0.7711, 2.6775, 2.1616], [-0.6453, 2.4083, 1.8897], [-1.6138, 3.5020, 2.0904], [-1.4832, 4.6067, 1.0469], [-1.3049, 4.0710, -0.3191], [-0.2691, 4.7227, -1.1331], [0.9369, 3.7941, -1.3904], [1.0929, 2.8070, -0.3093], [1.2614, 4.4358, 0.9939], [2.5602, 3.2730, 1.1424], [1.2501, 1.7160, 2.3505], [0.8842, 3.2888, 3.0631], [-0.9533, 1.6093, 2.4339], [-2.6047, 3.0606, 2.0069], [-1.5125, 3.9334, 3.0919], [-2.3868, 5.2149, 1.1042], [-0.6423, 5.2589, 1.2814], [-2.2002, 4.0513, -0.7999], [-0.6841, 5.0139, -2.0972], [0.0586, 5.6415, -0.6439], [0.7715, 3.2276, -2.3070], [1.8441, 4.3909, -1.5275], [1.7582, 2.0940, -0.5926], [-5.0081, 1.4162, -0.6816], [-3.9160, 2.1211, -0.2894], [-3.0221, 1.2409, 0.4774], [-4.1743, 3.2204, 0.5208], [-3.1264, 2.5543, -1.3891], [-0.6435, -2.3523, -0.5908], [-0.3024, -0.5429, -0.6903], [1.4773, -0.5065, -1.0927], [2.3646, -0.1758, -0.0683], [3.7354, -0.1921, -0.2880], [4.2295, -0.5452, -1.5352], [3.3545, -0.9021, -2.5532], [1.9854, -0.8938, -2.3332], [-1.1881, -0.0105, -2.1964], [-2.5416, -0.3585, -2.3056], [-3.2981, 0.1098, -3.3611], [-2.7267, 0.9514, -4.3097], [-1.4039, 1.3392, -4.1893], [-0.6334, 0.8691, -3.1329], [-1.0472, -2.8954, 1.1455], [-0.7340, -4.6923, 1.0110], [-0.5893, -5.4037, 2.2039], [-0.3859, -6.7726, 2.1879], [-0.3393, -7.4556, 0.9785], [-0.5037, -6.7621, -0.2088], [-0.7020, -5.3863, -0.1943], [0.4943, -2.3447, 1.9899], [0.3932, -1.3032, 2.9107], [1.5149, -0.8534, 3.5994], [2.7481, -1.4482, 3.3735], [2.8578, -2.4893, 2.4586], [1.7390, -2.9349, 1.7726], [0.2414, -2.8550, -0.9856], [-1.5022, -2.5691, -1.2250], [1.9764, 0.0675, 0.9160], [4.4138, 0.0507, 0.5198], [5.2971, -0.5582, -1.7100], [3.7404, -1.1957, -3.5204], [1.3118, -1.1918, -3.1268], [-3.0129, -0.9657, -1.5411], [-4.3437, -0.1561, -3.4297], [-3.3234, 1.3172, -5.1342], [-0.9661, 2.0064, -4.9202], [0.4068, 1.1595, -3.0565], [-0.6313, -4.8781, 3.1515], [-0.2706, -7.3094, 3.1202], [-0.1817, -8.5256, 0.9652], [-0.4791, -7.2883, -1.1540], [-0.8394, -4.8707, -1.1365], [-0.5817, -0.8697, 3.1100], [1.4205, -0.0658, 4.3375], [3.6181, -1.1190, 3.9271], [3.8170, -2.9611, 2.2884], [1.8311, -3.7593, 1.0745]],
  "e_above_lowest_kcal_mol": 22.57,
  "spin_multiplicity": 3,
  "homo_energy_ha": [-0.3973, -0.3976],
  "homo_lumo_gap_ev": [8.60, 6.72],
  "charge": 1
}

[3]
{
  "formula": "C31H37BF5NO5S",
  "method": "ωB97M-V/def2-TZVPD",
  "species": ["C", "C", "O", "C", "C", "O", "C", "N", "B", "O", "C", "C", "S", "O", "O", "F", "H", "H", "H", "H", "H", "H", "H", "H", "H", "H", "H", "H", "H", "H", "H", "H", "H", "F", "C", "C", "C", "C", "C", "C", "H", "H", "H", "H", "H", "F", "C", "C", "C", "C", "C", "C", "H", "H", "H", "H", "H", "F", "C", "C", "C", "C", "C", "C", "H", "H", "H", "H", "H", "F", "C", "C", "C", "C", "C", "C", "H", "H", "H", "H", "H"],
  "coordinates": [[0.4958, 3.3822, -0.8523], [-0.7663, 3.5437, 0.0647], [-1.5442, 2.3360, 0.0987], [-1.2287, 1.6347, 1.3202], [-1.6938, 0.1342, 1.2206], [-1.4328, -0.6216, 2.4041], [-0.0578, -0.9193, 2.5675], [0.3497, -2.2472, 2.0338], [1.0220, -2.1930, 0.6927], [1.0910, -1.0398, -0.1364], [1.7740, -3.5189, 0.1402], [3.0765, -3.1265, -0.6891], [-0.9059, -3.3841, 2.0821], [-0.3836, -4.7763, 2.0166], [-1.8912, -3.2085, 0.9797], [-1.6866, -3.2784, 3.5311], [1.3260, 4.0767, -0.5485], [0.2992, 3.6126, -1.9320], [0.8949, 2.3362, -0.8263], [-0.3946, 3.8361, 1.0816], [-1.3859, 4.4097, -0.2849], [-1.8068, 2.1449, 2.1375], [-0.1172, 1.7369, 1.4642], [-1.3396, -0.3570, 0.2769], [-2.8114, 0.1749, 1.1207], [0.1146, -0.9560, 3.6772], [0.6193, -0.1041, 2.2030], [1.6052, -0.3434, 0.2948], [1.0354, -4.0737, -0.5062], [2.0975, -4.1886, 0.9698], [3.8131, -2.6552, 0.0280], [2.8474, -2.3523, -1.4683], [3.5056, -4.0017, -1.2305], [5.4956, -1.8006, -0.1160], [6.4302, -2.2021, -1.0011], [7.0066, -1.2714, -1.8470], [7.9727, -1.6861, -2.7554], [8.3422, -3.0259, -2.8138], [7.7512, -3.9513, -1.9611], [6.7926, -3.5367, -1.0444], [6.6998, -0.2343, -1.7922], [8.4366, -0.9657, -3.4177], [9.0927, -3.3485, -3.5258], [8.0345, -4.9869, -2.0082], [6.3271, -4.2411, -0.3662], [8.2657, -6.3102, -3.4612], [7.4445, -7.2532, -3.9634], [6.5163, -7.8550, -3.1321], [5.6664, -8.8233, -3.6516], [5.7619, -9.1850, -4.9910], [6.7025, -8.5752, -5.8133], [7.5463, -7.5990, -5.2989], [6.4623, -7.5659, -2.0898], [4.9309, -9.2960, -3.0128], [5.1013, -9.9434, -5.3936], [6.7789, -8.8602, -6.8553], [8.2791, -7.1071, -5.9261], [-3.3522, 4.8856, 1.6878], [-4.5504, 4.3049, 1.8799], [-5.2738, 4.6021, 3.0217], [-6.5132, 4.0043, 3.2159], [-7.0084, 3.1105, 2.2723], [-6.2682, 2.8175, 1.1321], [-5.0334, 3.4218, 0.9304], [-4.8679, 5.2949, 3.7487], [-7.0925, 4.2349, 4.1014], [-7.9730, 2.6423, 2.4269], [-6.6528, 2.1182, 0.4001], [-4.4460, 3.2122, 0.0447], [-9.7845, 5.7684, 1.9614], [-9.2821, 7.0044, 2.1239], [-10.1230, 8.0322, 2.5141], [-9.6015, 9.3085, 2.6864], [-8.2498, 9.5439, 2.4569], [-7.4177, 8.5029, 2.0607], [-7.9348, 7.2239, 1.8981], [-11.1740, 7.8312, 2.6802], [-10.2481, 10.1191, 2.9987], [-7.8457, 10.5407, 2.5877], [-6.3661, 8.6873, 1.8782], [-7.2996, 6.3991, 1.5984]],
  "homo_energy_ha": -0.3418,
  "homo_lumo_gap_ev": 9.34,
  "charge": 0
}